No. 1
# C34H49AuN5O4P2Si2Te

C34H49AuN5O4P2Si2Te as an isolated structure (ωB97M-V/def2-TZVPD, the Open Molecules 2025 dataset).

Each line ends with the Mulliken charge.
Positions of all 98 atoms, in Å:
1 Au 1.217 0.146 -1.426  0.98
2 Te 1.153 1.447 1.289  -0.06
3 P -1.502 -1.454 0.277  1.10
4 P -1.411 -1.884 -2.674  -0.14
5 Si -0.619 3.174 3.297  0.05
6 Si 4.561 1.617 2.204  0.10
7 O 2.138 2.721 -0.362  -0.77
8 O 4.249 2.977 -0.820  -0.66
9 O -0.761 -0.233 -0.191  0.58
10 O -0.001 -1.420 -2.747  -0.47
11 N 2.641 -0.804 -3.298  -0.49
12 N 3.798 -0.045 -3.450  -0.27
13 N 5.091 1.794 -2.933  -0.35
14 N 3.161 2.457 -1.055  0.98
15 N 3.004 1.463 -1.920  -0.37
16 C 0.896 3.385 2.097  -0.92
17 C -0.996 -3.185 2.485  -0.65
18 C -1.735 -2.716 -1.068  -1.20
19 C 5.153 0.479 0.788  -0.59
20 C -5.228 -1.397 1.976  -0.94
21 C -2.635 -0.561 -2.840  0.83
22 C 1.726 -2.668 2.409  -1.09
23 C -4.864 0.718 0.904  -1.21
24 C -4.906 0.203 -2.907  -0.79
25 C -1.728 -3.049 -4.049  0.79
26 C -2.071 2.934 2.095  -0.45
27 C -0.783 4.652 4.484  -1.07
28 C 1.216 -3.554 3.346  -0.77
29 C -0.145 -3.807 3.384  -0.94
30 C -3.088 1.776 -3.094  -0.81
31 C -3.616 0.296 0.482  -0.17
32 C -0.494 -2.290 1.548  1.00
33 C -4.000 -0.838 -2.814  -0.25
34 C -1.207 -3.561 -6.332  -0.70
35 C 0.877 -2.035 1.518  -0.62
36 C 3.982 1.094 -2.757  0.81
37 C 4.738 3.503 2.025  -1.09
38 C -0.273 1.607 4.335  -0.87
39 C 5.546 1.184 3.798  -1.24
40 C 2.756 0.996 2.606  -0.17
41 C -1.106 -2.711 -5.244  -0.65
42 C -5.658 -0.113 1.679  -0.71
43 C -2.598 -5.041 -5.042  -0.78
44 C -2.177 0.739 -3.007  -0.46
45 C -4.004 -1.846 1.510  -0.82
46 C -3.170 -0.981 0.806  0.86
47 C -4.450 1.505 -3.055  -0.60
48 C -1.956 -4.721 -6.227  -0.52
49 C -2.502 -4.194 -3.945  -0.16
50 H 2.437 1.412 3.559  0.38
51 H 1.818 3.697 2.581  0.59
52 H -2.048 -3.408 2.529  0.16
53 H -1.803 2.216 1.321  -0.27
54 H -1.008 -3.525 -0.951  0.78
55 H -2.739 2.791 -3.208  0.50
56 H -2.345 3.864 1.606  0.42
57 H -2.053 -5.374 -7.084  0.42
58 H -5.157 2.313 -3.168  0.46
59 H -3.714 -2.869 1.690  0.49
60 H -0.929 5.588 3.957  0.38
61 H -5.965 0.001 -2.891  0.50
62 H 5.251 2.605 -2.335  0.19
63 H 4.381 0.288 0.043  -0.12
64 H -1.134 1.350 4.943  0.48
65 H 5.785 1.543 -3.617  0.19
66 H 2.761 -0.089 2.694  0.17
67 H -6.612 0.239 2.041  0.49
68 H 5.495 0.126 4.019  0.39
69 H 0.668 4.062 1.277  0.59
70 H 5.180 1.737 4.654  0.38
71 H -5.212 1.699 0.630  0.57
72 H 1.278 -1.371 0.754  0.91
73 H 4.665 4.005 2.985  0.40
74 H 2.850 -1.788 -3.152  0.29
75 H -0.536 -1.795 -5.308  0.28
76 H -3.011 -4.454 -3.029  0.34
77 H -1.646 4.492 5.120  0.36
78 H 5.724 3.723 1.626  0.43
79 H -0.545 -4.503 4.104  0.47
80 H 5.477 -0.482 1.182  0.49
81 H 0.085 4.750 5.127  0.36
82 H -2.986 0.947 -0.106  0.52
83 H -4.351 -1.858 -2.742  0.44
84 H -1.111 0.921 -3.045  0.50
85 H 4.020 3.949 1.346  0.35
86 H 2.790 -2.495 2.357  0.61
87 H 6.585 1.449 3.650  0.35
88 H -2.747 -3.114 -1.002  0.78
89 H 4.484 -0.305 -4.155  0.20
90 H -3.176 -5.950 -4.966  0.43
91 H -0.051 0.745 3.700  0.24
92 H -2.958 2.565 2.599  0.41
93 H 1.881 -4.052 4.032  0.46
94 H 6.009 0.920 0.288  0.36
95 H 1.995 -0.717 -4.079  0.32
96 H -0.712 -3.306 -7.257  0.43
97 H -5.848 -2.048 2.572  0.48
98 H 0.555 1.750 5.024  0.39

Output
E_HOMO, Eh: -0.567
Energy above the lowest of the compared OMol25 structures with the same formula, charge and spin, kcal/mol: 44.9
Charge: +3
HOMO-LUMO gap, Eh: 0.15655
E_LUMO, Ha: -0.4103


No. 2
# C34H49BMnN4O2P

C34H49BMnN4O2P as an isolated structure (ωB97M-V/def2-TZVPD, the Open Molecules 2025 dataset).

Each line ends with the Mulliken charge.
Positions of all 92 atoms, in Å:
1 Mn 0.233 0.000 0.411  0.11
2 P -2.010 -1.447 2.397  -0.50
3 O -1.144 2.389 0.764  0.54
4 O -1.629 1.701 -1.387  -0.38
5 N 1.814 1.071 0.151  0.41
6 N -0.928 -0.769 1.419  -0.02
7 N 0.447 -0.835 -1.292  0.62
8 N 7.709 0.044 -6.565  -0.48
9 C 3.838 1.827 -0.524  -0.63
10 C -3.750 -1.144 0.234  -1.47
11 C 2.787 0.949 -0.835  0.59
12 C -2.767 4.130 1.064  -1.79
13 C -2.320 2.995 -1.231  1.79
14 C 3.992 1.204 -3.706  -0.17
15 C -4.827 -1.950 2.356  -1.94
16 C -2.178 -3.894 1.081  -1.88
17 C -0.447 -1.321 4.675  -1.81
18 C 4.519 -1.071 -3.107  -0.18
19 C -1.999 3.814 -2.461  -1.95
20 C 0.030 -2.089 -3.118  -1.80
21 C -0.164 -3.566 2.459  -1.57
22 C -2.362 -4.048 3.561  -1.84
23 C -1.731 3.571 0.117  1.56
24 C -4.046 0.415 2.084  -1.77
25 C 3.743 0.071 -2.937  -0.97
26 C -1.682 -3.293 2.408  2.07
27 C 5.011 1.196 -4.644  -0.95
28 C 2.243 2.011 1.017  -0.43
29 C 3.494 2.501 0.638  -1.43
30 C 5.789 0.055 -4.807  0.58
31 C -3.800 2.681 -1.174  -1.74
32 C -1.738 -0.720 4.091  1.96
33 C -1.503 0.798 4.003  -1.79
34 C -0.443 -1.637 -1.880  -0.23
35 C 6.861 0.047 -5.789  -0.16
36 C -2.903 -0.997 5.062  -1.79
37 C 1.545 -0.730 -2.147  0.37
38 C -0.596 4.557 -0.081  -2.02
39 C 2.649 0.087 -1.926  1.00
40 C 1.279 -1.519 -3.285  -0.65
41 C 5.546 -1.080 -4.037  -0.90
42 C -3.723 -1.058 1.770  2.48
43 B -1.033 1.442 -0.212  0.96
44 H -4.731 -0.787 -0.096  0.61
45 H -4.093 2.187 -2.102  0.47
46 H -4.253 0.594 3.136  0.18
47 H -0.220 -0.774 5.593  0.63
48 H -2.397 1.363 3.761  0.29
49 H -2.107 -5.108 3.462  0.53
50 H -0.547 -2.370 4.942  0.29
51 H 0.001 -4.566 2.051  0.54
52 H 1.941 -1.630 -4.132  0.62
53 H 0.231 -3.558 3.471  0.33
54 H 0.404 -1.209 4.000  0.24
55 H 1.640 2.299 1.865  0.54
56 H 4.323 -1.951 -2.505  0.52
57 H 4.068 3.253 1.160  0.48
58 H 4.743 1.942 -1.105  0.61
59 H -0.940 5.468 -0.577  0.38
60 H -1.388 -1.845 -1.405  0.51
61 H -0.740 1.056 3.278  0.09
62 H -0.495 -2.744 -3.797  0.48
63 H -5.795 -1.547 2.039  0.52
64 H -3.623 -2.151 -0.155  0.37
65 H -4.773 -2.975 1.991  0.35
66 H -1.864 -4.940 1.061  0.70
67 H 3.382 2.090 -3.575  0.56
68 H 6.160 -1.960 -4.170  0.46
69 H -3.261 -3.881 0.984  0.25
70 H -3.543 3.401 1.304  0.29
71 H 5.206 2.070 -5.252  0.46
72 H -4.034 2.012 -0.343  0.17
73 H -4.828 -1.971 3.444  0.28
74 H -2.474 4.798 -2.398  0.37
75 H -3.808 -0.451 4.807  0.30
76 H -4.951 0.677 1.528  0.73
77 H -0.194 4.831 0.896  0.50
78 H -1.159 1.129 4.987  0.59
79 H -2.594 -0.661 6.057  0.52
80 H -4.392 3.592 -1.066  0.40
81 H -3.449 -3.974 3.542  0.29
82 H -3.155 -2.053 5.147  0.29
83 H -3.245 5.015 0.632  0.36
84 H 0.408 -2.866 1.856  0.05
85 H -3.250 1.093 1.765  0.02
86 H -2.012 -3.729 4.540  0.31
87 H -2.389 3.305 -3.343  0.43
88 H -3.002 -0.493 -0.215  -0.03
89 H -2.277 4.430 1.992  0.45
90 H 0.214 4.123 -0.673  0.27
91 H -0.926 3.951 -2.592  0.36
92 H -1.732 -3.401 0.216  0.24

Output
E_HOMO (alpha / beta), Eh: -0.396 / -0.394
Charge: +1
2S+1: 4
HOMO-LUMO gap (alpha / beta), Eh: 0.25349 / 0.24979
E_LUMO (alpha / beta), Ha: -0.1422 / -0.1447


Number 1: E_tot -96986.44592 eV. Number 2: E_tot -87391.02623 eV.